Record 1
Entry from OMol25: a molecular structure, C21H46N2NiO6 at a distorted geometry (ωB97M-V with the def2-TZVPD basis set).

Geometry as XYZ:
```
76
Properties=species:S:1:pos:R:3:lowdin_charge:R:1
Ni -0.042 0.441 0.803 0.820
C -2.533 -2.493 -1.807 -0.011
C -1.072 -2.171 -2.174 -0.466
C -0.636 -2.862 -3.450 -0.142
C -1.228 -2.178 -4.706 -0.176
C -0.729 -0.746 -4.723 -0.128
C -1.038 0.130 -3.415 -0.404
N -0.824 -0.718 -2.142 0.067
O -1.340 -0.125 -0.922 -0.110
C -2.494 0.576 -3.478 -0.019
C -0.019 1.329 -3.436 -0.006
C -0.159 -2.909 -1.091 -0.001
H -2.746 -2.271 -0.761 0.070
H -2.777 -3.533 -2.023 0.100
H -3.316 -1.975 -2.360 0.071
H -0.903 -3.919 -3.436 0.130
H 0.445 -2.734 -3.492 0.123
H -2.316 -2.244 -4.664 0.109
H -0.968 -2.660 -5.649 0.118
H -1.096 -0.215 -5.601 0.123
H 0.336 -0.943 -4.850 0.115
H -2.768 0.946 -4.466 0.098
H -2.712 1.365 -2.758 0.079
H -3.119 -0.287 -3.249 0.066
H -0.216 2.017 -4.258 0.094
H 1.008 0.979 -3.538 0.083
H -0.174 1.902 -2.522 0.054
H -0.492 -2.440 -0.165 0.026
H 0.923 -2.774 -1.115 0.088
H -0.341 -3.984 -1.114 0.099
C 3.641 0.468 -0.788 -0.092
C 3.039 -0.518 0.157 -0.602
C 4.054 -1.062 1.183 -0.052
O 1.828 -0.336 0.790 -0.272
H 4.466 0.050 -1.365 0.084
H 4.080 1.364 -0.348 0.073
H 2.913 0.733 -1.554 0.063
H 2.944 -1.287 -0.609 0.103
H 5.020 -1.357 0.776 0.076
H 3.672 -2.004 1.577 0.073
H 4.251 -0.450 2.064 0.046
C -0.808 -2.360 2.171 -0.023
O -1.306 -0.978 1.941 -0.282
C -2.748 -0.703 2.087 -0.114
C -3.061 0.753 1.964 -0.131
O -1.985 1.427 1.307 -0.216
C -2.263 2.654 0.694 -0.147
C -0.924 3.422 0.510 -0.145
O 0.081 2.449 0.265 -0.237
C 1.268 3.104 -0.269 -0.039
H -1.571 -3.101 1.932 0.100
H -0.573 -2.326 3.235 0.095
H 0.161 -2.531 1.701 0.081
H -3.014 -1.121 3.058 0.135
H -3.292 -1.298 1.355 0.118
H -3.208 1.352 2.863 0.137
H -4.012 0.917 1.459 0.137
H -2.812 3.240 1.431 0.134
H -2.818 2.545 -0.238 0.131
H -0.697 3.923 1.451 0.132
H -1.062 4.249 -0.186 0.139
H 1.217 3.070 -1.357 0.084
H 2.160 2.504 -0.091 0.064
H 1.651 4.073 0.051 0.108
C 0.572 1.273 4.107 -0.274
O 0.293 0.933 2.947 -0.013
N 1.732 1.197 4.706 -0.190
C 1.970 1.392 6.092 -0.044
C 2.871 0.716 3.970 -0.035
H -0.104 1.785 4.809 0.146
H 2.131 0.465 6.642 0.106
H 1.092 1.873 6.523 0.092
H 2.793 2.105 6.135 0.102
H 3.737 1.271 4.330 0.094
H 3.137 -0.319 4.183 0.107
H 2.827 0.939 2.904 0.081
```

* multiplicity: 4
* total charge: +1
* frontier orbital gap (spin up / spin down): 8.63 / 6.22 eV
* E_LUMO (spin up / spin down): -0.06281 / -0.14849 Ha
* HOMO energy (spin up / spin down): -10.34 / -10.26 eV
* F_max: 5.141 eV/A

Record 2
Entry from OMol25: a molecular structure, C21H46N3OP2SZn at a distorted geometry (ωB97M-V with the def2-TZVPD basis set).

Geometry as XYZ:
```
75
Properties=species:S:1:pos:R:3:lowdin_charge:R:1
Zn 0.450 -0.225 0.162 0.065
P 0.132 1.722 1.631 0.988
P -0.218 -1.277 -1.992 0.991
N -0.752 1.649 -1.295 -0.130
C -0.605 3.075 0.702 -0.331
H -1.195 3.678 1.408 0.095
H 0.240 3.715 0.405 0.089
C -1.434 2.694 -0.499 -0.268
H -2.457 2.406 -0.181 0.129
H -1.461 3.551 -1.181 0.122
C -1.615 1.124 -2.380 -0.268
H -1.653 1.948 -3.094 0.120
H -2.632 0.856 -2.039 0.127
C -0.971 -0.055 -3.064 -0.336
H -0.160 0.274 -3.730 0.089
H -1.692 -0.579 -3.707 0.096
C -1.457 -2.684 -1.925 -0.536
C -1.210 -3.639 -0.749 -0.117
H -2.048 -4.355 -0.693 0.093
H -1.170 -3.091 0.204 0.031
H -0.276 -4.210 -0.869 0.062
C 1.330 -1.907 -2.866 -0.516
C 1.955 -3.158 -2.227 -0.120
H 2.914 -3.379 -2.729 0.092
H 1.325 -4.052 -2.354 0.066
H 2.165 -3.000 -1.158 -0.002
C 1.833 2.312 2.182 -0.521
C 2.523 1.382 3.189 -0.119
H 3.551 1.740 3.372 0.093
H 2.597 0.355 2.804 0.001
H 2.009 1.366 4.162 0.066
C -0.962 1.540 3.137 -0.537
C -0.774 0.190 3.843 -0.119
H -1.563 0.083 4.607 0.093
H 0.201 0.125 4.354 0.063
H -0.870 -0.649 3.136 0.031
C -1.630 -0.799 0.839 -0.034
O -2.786 -0.860 1.004 0.118
C 1.182 -2.086 -4.380 -0.112
H 0.557 -2.948 -4.642 0.064
H 0.786 -1.196 -4.880 0.066
H 2.172 -2.284 -4.811 0.087
C 1.894 3.765 2.654 -0.111
H 2.947 4.048 2.790 0.088
H 1.460 4.467 1.934 0.066
H 1.408 3.908 3.626 0.063
C -0.897 2.707 4.125 -0.111
H -1.725 2.595 4.841 0.087
H 0.029 2.706 4.717 0.074
H -1.020 3.684 3.641 0.074
C -1.636 -3.444 -3.240 -0.112
H -0.793 -4.113 -3.460 0.073
H -2.525 -4.086 -3.150 0.087
H -1.807 -2.780 -4.097 0.073
H -2.393 -2.135 -1.725 0.101
H -1.965 1.545 2.675 0.103
H 2.010 -1.059 -2.676 0.095
H 2.380 2.229 1.227 0.094
H -0.124 2.255 -1.865 0.135
H 1.991 0.025 -0.197 -0.138
S 2.328 -1.734 1.157 0.615
C 1.562 -2.860 2.244 -0.736
N 1.324 -4.131 1.825 0.008
C 1.501 -5.280 2.743 -0.159
C 0.930 -4.898 4.080 -0.170
C 1.544 -3.602 4.597 -0.158
N 1.421 -2.581 3.558 0.010
H 1.573 -4.298 0.846 0.114
H 2.548 -5.585 2.805 0.129
H 0.941 -6.098 2.288 0.123
H 1.168 -5.692 4.795 0.124
H -0.153 -4.820 4.052 0.121
H 2.599 -3.747 4.889 0.133
H 1.007 -3.230 5.475 0.124
H 1.724 -1.645 3.817 0.109
```

* multiplicity: 1
* total charge: +1
* frontier orbital gap: 6.79 eV
* E_LUMO: -0.09200 Ha
* HOMO energy: -9.29 eV
* F_max: 5.560 eV/A